1.
Here is C4H6HoO as an isolated structure in a non-equilibrium geometry from the Open Molecules 2025 dataset. Energies are from ωB97M-V with the def2-TZVPD basis set.

multiplicity = 6
net charge = 0
highest occupied orbital energy (alpha / beta) = -0.201 / -0.282 hartree
Kohn-Sham gap (alpha / beta) = 5.833 / 7.351 eV

```
12
Properties=species:S:1:pos:R:3:lowdin_charge:R:1
Ho -3.04 0.54 -0.02 0.8514
H 1.78 0.13 -0.87 0.1037
H 1.11 1.08 0.49 0.0954
C 0.84 0.46 -0.39 -0.2023
H 0.41 -0.46 2.34 0.0587
C 0.10 -1.17 1.56 -0.0426
H -0.17 -1.60 -0.47 0.0897
C 0.12 -0.84 0.27 -0.2082
H -0.26 -2.15 1.89 0.0531
O -1.30 1.33 -1.15 -0.5188
C 0.01 1.26 -1.32 -0.3616
H 0.40 1.44 -2.34 0.0816
```

=====

2.
Here is a 12-piece molecular cluster, C12H48N24O12 overall in a non-equilibrium geometry from the Open Molecules 2025 dataset. Energies are from ωB97M-V with the def2-TZVPD basis set.

multiplicity = 1
net charge = 0
highest occupied orbital energy = -0.313 hartree
structure (SMILES) = NC(N)=O.NC(N)=O.NC(N)=O.NC(N)=O.NC(N)=O.NC(N)=O.NC(N)=O.NC(N)=O.NC(N)=O.NC(N)=O.NC(N)=O.NC(N)=O
Kohn-Sham gap = 8.090 eV

```
96
Properties=species:S:1:pos:R:3:lowdin_charge:R:1
H 1.98 5.42 1.48 0.1188
H -0.97 -2.16 3.59 0.0816
H 0.84 1.41 4.25 0.0756
H 4.94 1.91 2.41 0.1179
C 4.08 -3.16 2.28 -0.7860
N 3.22 1.46 0.94 0.1875
H 1.11 6.55 -4.44 0.1387
H 2.89 4.45 0.25 0.1279
H -2.25 0.11 -1.66 0.0642
H 0.10 -1.65 6.59 0.0998
N -0.07 1.31 4.69 0.1811
H 4.06 2.00 0.81 0.1137
H -0.61 1.02 -5.26 0.0490
H -0.90 4.10 1.29 0.1291
C -2.35 1.00 -3.36 -0.7681
H -3.69 -2.66 -1.82 0.1201
O -0.99 -1.34 -1.11 -0.0159
N -2.90 -2.74 -2.45 0.1779
O 1.98 0.91 2.62 0.0383
O -3.73 -4.29 -3.87 0.0132
O -2.16 0.64 4.48 -0.0322
O -4.93 -1.20 1.21 0.0003
H -0.01 0.38 -2.41 0.0867
H 0.96 -5.62 1.96 0.1408
H 0.56 -4.33 3.06 0.1128
H -0.03 1.25 5.70 0.1279
H 0.30 4.04 -7.36 0.1354
N 1.25 3.88 -2.93 0.1805
O 4.38 -3.20 3.47 0.0367
H 2.58 -1.77 2.29 0.1044
N 0.27 0.32 -1.44 0.2035
H 1.54 4.86 -4.74 0.0932
N 4.48 -3.93 1.33 0.1500
C 1.00 3.95 0.67 -0.7307
H -0.92 -3.88 -0.42 0.1020
H -4.76 -3.25 2.23 0.1278
H 2.01 3.50 -3.48 0.1141
H -2.72 -0.65 0.49 0.0999
C -0.25 2.72 -6.43 -0.8705
N -0.34 -4.44 0.19 0.2080
H -2.99 -3.15 2.38 0.0928
H 4.38 -3.60 0.38 0.1129
N -0.97 1.17 2.60 0.1715
C -0.14 -4.00 1.40 -0.7481
H -1.55 -4.22 -4.85 0.1235
H -0.07 1.52 2.30 0.0447
O 0.68 5.82 -2.08 0.0717
H -2.89 2.06 -4.90 0.0988
H 0.95 1.26 -5.94 0.0989
N 0.43 -4.79 2.17 0.2252
C -1.07 1.02 3.96 -0.7234
H 0.26 5.17 2.02 0.1117
H 1.24 -0.12 0.56 0.0830
O -0.67 -4.07 4.88 0.0885
N 1.28 5.61 -4.11 0.1899
N 3.14 -2.42 1.76 0.1639
H -2.08 -2.17 -2.28 0.0307
N 2.06 4.69 0.79 0.1948
C -0.68 -2.97 5.25 -0.8780
N -2.89 0.64 -2.24 0.1969
N -2.73 -1.29 1.27 0.1925
H 2.35 1.64 0.46 0.0705
N -0.99 -1.97 4.58 0.2119
C 1.01 5.15 -2.99 -0.8853
H 5.27 -4.51 1.57 0.1248
H -1.01 -3.07 -3.65 0.1027
C -3.88 -1.68 1.63 -0.8313
O 0.98 2.96 -0.04 -0.0278
C -2.82 -3.59 -3.48 -0.7949
N 0.76 3.31 -6.83 0.1735
H -2.06 -2.04 1.32 0.0475
H 0.01 -5.33 -0.14 0.1203
N -0.16 -2.61 6.40 0.1612
H 0.48 1.23 -1.05 0.0767
H -1.79 1.24 2.01 0.1027
N 0.05 4.32 1.52 0.1959
N -1.76 -3.48 -4.19 0.1662
N -0.02 1.54 -5.90 0.1823
H -3.65 1.04 -1.72 0.1301
O -1.36 3.18 -6.48 0.0471
H 1.03 3.49 -2.02 0.0706
O -1.33 0.61 -3.80 0.0454
H -4.11 1.99 -3.59 0.1204
C -0.12 -0.61 -0.68 -0.7875
H 2.89 -2.66 0.81 0.1014
N 4.15 1.44 2.83 0.1942
H 4.31 1.11 3.77 0.1338
H -0.12 -3.31 7.13 0.1101
N 0.33 -0.54 0.51 0.2293
N -3.91 -2.73 2.37 0.1910
H -1.09 -1.02 4.92 0.0721
H 0.07 -1.23 1.20 0.0830
H 1.71 3.00 -6.92 0.1286
O -0.65 -2.95 1.83 -0.0503
C 3.05 1.25 2.19 -0.8072
N -3.23 1.73 -4.01 0.1938
```

=====

Number 1: total energy -32085.609 eV. Number 2: total energy -73561.077 eV.